No. 1
This record from the Open Molecules 2025 dataset describes a cluster of 10 separate species, H19O10 in total in a non-equilibrium geometry. The level of theory is ωB97M-V/def2-TZVPD.

Atoms and positions in Å:
O -0.15202 -1.41881 -2.94428
H -1.30960 -1.11129 1.21049
H 1.59776 2.59532 0.85822
H 1.76644 -0.42268 -2.69579
H 0.14870 -1.97223 3.58832
H 1.49828 -0.97674 3.30889
O -2.04858 -0.94868 1.81128
H -0.16232 0.43838 -3.21193
O -1.79094 3.15272 2.15734
O 0.78529 -1.31856 3.86201
H -0.94604 -0.80706 -0.72575
H -1.79785 2.22537 1.89505
O 2.04002 -0.35647 1.54776
H -0.98055 -1.25897 -2.44504
H 0.58643 -2.32638 -0.24191
H -1.43149 0.70845 -3.98338
O -0.91507 1.06475 -3.25726
H 0.60660 1.42181 0.79904
H 0.40232 -1.46073 -2.13059
O 0.66164 2.38112 0.79756
O -1.88655 -0.69330 -1.02626
H -0.94690 3.27738 2.59764
H 1.53692 0.43489 1.37436
H 1.88498 -0.95272 0.78288
O 0.60102 -1.37474 -0.40463
H -2.66173 -0.38392 1.34095
H -2.10746 0.21424 -1.25523
O 2.65083 -0.24190 -2.35135
H 2.74252 -1.10136 -1.91812

energy above the lowest of the compared OMol25 structures with the same formula, charge and spin: 1.4073 eV
HOMO: -6.178 eV
calculated total energy: -20785.1100 eV
multiplicity: 1
max |F|: 2.44 eV/A
total charge: -1

For reference, the natural (NBO) charges in units of e are: number 1, O, carries -1.045; number 2, H, carries 0.494; number 3, H, carries 0.472; number 4, H, carries 0.469; number 5, H, carries 0.487; number 6, H, carries 0.518; number 7, O, carries -0.968; number 8, H, carries 0.493; number 9, O, carries -0.948; number 10, O, carries -1.020; number 11, H, carries 0.513; number 12, H, carries 0.474; number 13, O, carries -0.987; number 14, H, carries 0.497; number 15, H, carries 0.437; number 16, H, carries 0.457; number 17, O, carries -0.974; number 18, H, carries 0.460; number 19, H, carries 0.495; number 20, O, carries -0.928; number 21, O, carries -1.028; number 22, H, carries 0.474; number 23, H, carries 0.437; number 24, H, carries 0.524; number 25, O, carries -1.281; number 26, H, carries 0.469; number 27, H, carries 0.484; number 28, O, carries -0.943; number 29, H, carries 0.468


No. 2
This record from the Open Molecules 2025 dataset describes a cluster of 10 separate species, H19O13S in total in a non-equilibrium geometry. The level of theory is ωB97M-V/def2-TZVPD.

Atoms and positions in Å:
O 19.93600 36.89500 0.12900
O 19.60200 40.52100 1.36700
O 21.41400 38.95800 0.87000
H 22.19900 36.44100 -2.15100
O 17.72100 41.87600 0.86400
H 20.64100 39.61600 1.09100
S 19.10800 41.88300 1.17800
H 19.64800 38.15100 3.22100
H 20.74500 37.73800 3.73100
O 17.74900 38.70100 0.32100
O 19.81900 42.39300 0.02700
H 23.60200 38.59400 -0.61900
H 18.84900 39.92600 2.89000
H 22.84800 42.01200 0.82700
O 19.44900 42.69600 2.38200
O 18.22700 39.48900 3.42700
H 21.98100 39.31000 0.35000
O 24.00200 39.25600 -0.08900
H 17.55100 39.01900 -0.67400
H 22.97200 35.97300 2.06600
H 21.54700 36.99800 -0.87000
H 21.11100 38.12400 0.45900
O 22.34200 35.92000 1.30900
O 22.32200 41.34000 0.53900
H 23.56400 40.00700 -0.21100
H 18.43800 39.26200 0.71200
H 17.40900 39.36300 2.83900
O 22.29000 37.22400 -1.39900
H 19.19200 37.25500 0.11100
H 21.51400 41.88200 0.52100
H 19.65300 36.03500 0.17200
O 20.22800 37.46100 3.00500
H 21.38100 35.92500 1.40400

energy above the lowest of the compared OMol25 structures with the same formula, charge and spin: 0.4568 eV
HOMO: -4.383 eV
calculated total energy: -37760.4263 eV
multiplicity: 1
max |F|: 12.52 eV/A
total charge: -1

For reference, the natural (NBO) charges in units of e are: number 1, O, carries -0.925; number 2, O, carries -1.162; number 3, O, carries -0.766; number 4, H, carries 0.476; number 5, O, carries -1.061; number 6, H, carries 0.547; number 7, S, carries 2.631; number 8, H, carries 0.490; number 9, H, carries 0.457; number 10, O, carries -1.018; number 11, O, carries -1.108; number 12, H, carries 0.478; number 13, H, carries 0.495; number 14, H, carries 0.464; number 15, O, carries -1.068; number 16, O, carries -0.990; number 17, H, carries 0.508; number 18, O, carries -0.950; number 19, H, carries 0.488; number 20, H, carries 0.500; number 21, H, carries 0.477; number 22, H, carries 0.524; number 23, O, carries -1.003; number 24, O, carries -1.016; number 25, H, carries 0.470; number 26, H, carries 0.510; number 27, H, carries 0.488; number 28, O, carries -0.962; number 29, H, carries 0.488; number 30, H, carries 0.522; number 31, H, carries 0.477; number 32, O, carries -0.963; number 33, H, carries 0.502